31
Properties=species:S:1:pos:R:3:mulliken_spin:R:1 method="wB97M-V/def2-TZVPD" spin_multiplicity=2 orbital_gap_ev="7.29 / 3.63" e_tot_ha=-617.885742 lumo_energy_ev="-4.14 / -7.79" relative_energy_kcal_mol=94.19 charge=+1 homo_energy_ev="-11.424 / -11.421"
C 2.21 0.62 2.94 0.000
C -1.73 -0.99 2.82 -0.002
C -1.56 0.30 2.11 0.002
C -0.60 -1.70 3.18 0.003
C -0.30 0.83 2.06 0.001
C 0.58 -1.01 3.39 0.000
C 0.73 0.18 2.79 0.001
H -2.74 -1.36 2.88 0.000
H -2.49 0.64 1.63 0.001
H -0.78 -2.72 3.41 0.000
H -0.06 1.70 1.50 0.012
H 1.26 -1.48 4.05 0.000
H 2.87 -0.16 3.29 0.000
H 2.38 1.59 3.46 0.000
H 2.54 0.76 1.88 -0.001
C 0.63 1.39 -0.60 0.038
C -0.94 0.65 -4.04 -0.001
C -0.27 1.40 -3.01 0.140
C -0.73 -0.73 -4.08 0.288
C 0.23 0.66 -1.87 0.219
C -0.45 -1.45 -2.85 0.127
C 0.10 -0.71 -1.84 0.001
O -1.05 -1.34 -5.22 0.070
H -1.14 1.20 -5.03 0.001
H -0.14 2.43 -3.13 0.005
H -0.35 -1.64 -5.61 0.002
H -0.50 -2.60 -2.70 0.002
H -0.32 1.63 0.01 0.071
H 0.90 2.39 -0.70 0.020
H 0.38 -1.35 -0.89 0.001
H 1.32 0.91 0.15 -0.004


36
Properties=species:S:1:pos:R:3:mulliken_charge:R:1 method="wB97M-V/def2-TZVPD" orbital_gap_ev=8.60 e_tot_ha=-918.663218 lumo_energy_ev=-3.51 charge=+1 homo_energy_ev=-12.112
Au 1.57 0.18 1.79 0.471
N -3.01 1.11 4.53 -0.398
C -2.36 0.46 3.56 0.574
C -0.95 0.50 3.40 -0.205
N -0.36 -0.09 2.37 -0.324
C -1.14 -0.75 1.49 -0.090
C -2.51 -0.82 1.68 -0.332
N -3.11 -0.22 2.68 -0.545
H -2.54 1.64 5.24 0.197
H -4.01 1.03 4.55 0.248
H -0.31 1.01 4.11 0.347
H -0.66 -1.23 0.65 0.451
H -3.14 -1.36 0.98 0.412
C -1.97 -0.16 -2.83 -1.531
C -0.60 -0.13 -2.23 0.680
C 0.22 -1.25 -2.26 -1.013
C 1.51 -1.23 -1.76 0.923
C 2.36 -2.45 -1.77 -1.831
C 1.99 -0.04 -1.18 0.375
C 3.26 -0.07 -0.49 -0.347
O 3.39 0.19 0.70 -0.533
C 1.19 1.12 -1.17 0.990
C 1.71 2.46 -0.74 -1.756
C -0.09 1.05 -1.69 -0.499
H -2.20 -1.16 -3.19 0.377
H -2.03 0.53 -3.66 0.360
H -2.72 0.14 -2.10 0.338
H -0.16 -2.17 -2.69 0.340
H 1.83 -3.27 -2.24 0.392
H 2.64 -2.75 -0.76 0.396
H 3.28 -2.27 -2.33 0.386
H 4.16 -0.40 -1.04 0.462
H 2.76 2.44 -0.47 0.356
H 1.15 2.84 0.12 0.342
H 1.57 3.17 -1.55 0.450
H -0.70 1.94 -1.69 0.541


46
Properties=species:S:1:pos:R:3:mulliken_charge:R:1 method="wB97M-V/def2-TZVPD" orbital_gap_ev="3.94 / 4.50" e_tot_ha=-1771.067462 lumo_energy_ev="-11.46 / -11.21" relative_energy_kcal_mol=0.00 charge=+2 homo_energy_ev="-15.398 / -15.708"
C -1.61 1.15 -2.47 -0.053
N -0.57 0.97 -1.64 -0.501
N 0.38 1.91 -2.01 0.206
C -0.10 2.70 -2.98 -0.045
C -1.37 2.25 -3.31 -1.107
B 1.81 1.87 -1.41 0.034
N 1.76 2.12 0.12 0.226
N 1.15 1.23 1.00 -0.272
C 1.50 1.63 2.24 -0.156
C 2.25 2.83 2.17 -1.010
C 2.39 3.09 0.80 -0.081
Mg -0.04 -0.25 0.07 1.289
N 2.35 0.42 -1.62 0.186
N 1.71 -0.68 -1.07 -0.234
C 2.43 -1.76 -1.41 -0.099
C 3.53 -1.36 -2.19 -0.962
C 3.44 0.02 -2.29 0.022
H 2.19 -2.77 -1.13 0.593
H 4.07 0.74 -2.79 0.494
H 4.27 -2.01 -2.62 0.469
H 2.52 2.67 -1.96 -0.045
H 2.87 3.90 0.29 0.492
H 0.48 3.54 -3.34 0.484
H 2.60 3.42 2.98 0.438
H -2.06 2.67 -4.02 0.443
H 1.28 1.08 3.15 0.412
H -2.48 0.50 -2.51 0.322
H -0.33 -1.28 2.40 -0.064
C -1.11 -1.19 3.17 -0.870
H -0.65 -0.86 4.11 0.374
H -1.88 -0.49 2.86 0.361
H -1.56 -2.18 3.32 0.275
C -2.27 -2.21 -1.71 -1.640
C -2.16 -2.33 -0.20 0.948
O -1.71 -1.19 0.39 -0.102
C -3.57 -2.67 0.42 0.692
F -4.11 -3.79 -0.14 -0.221
F -3.53 -2.85 1.77 -0.171
F -4.43 -1.64 0.20 -0.230
C -1.17 -3.52 0.14 0.444
F -1.48 -4.69 -0.50 -0.211
F 0.10 -3.18 -0.27 -0.156
F -1.07 -3.79 1.46 -0.181
H -3.02 -1.45 -1.92 0.361
H -2.55 -3.18 -2.14 0.488
H -1.32 -1.85 -2.12 0.354


46
Properties=species:S:1:pos:R:3:mulliken_spin:R:1 method="wB97M-V/def2-TZVPD" spin_multiplicity=3 orbital_gap_ev="6.76 / 7.02" e_tot_ha=-1690.773849 lumo_energy_ev="0.29 / -1.68" relative_energy_kcal_mol=0.00 charge=0 homo_energy_ev="-6.470 / -8.703"
H -2.77 -0.19 0.00 0.014
N -1.08 -0.58 -1.12 0.187
B 0.71 -1.09 -2.85 -0.031
N -0.80 -0.97 -2.42 -0.026
C -1.97 -1.08 -3.11 -0.007
Pt 0.37 -0.36 0.37 1.277
H -1.83 -1.35 -4.14 -0.002
C -3.00 -0.80 -2.22 0.006
H -4.07 -0.78 -2.44 0.001
C -2.41 -0.51 -1.00 -0.023
H 0.86 -1.32 -4.00 0.000
C 1.71 -0.34 2.00 0.012
H 1.43 -0.05 3.00 0.022
H 2.15 0.62 1.58 0.043
H 2.57 -1.03 1.94 -0.007
N 1.37 -2.16 -1.93 0.002
N 1.39 0.26 -2.43 -0.019
N 1.25 -2.01 -0.58 0.103
N 1.14 0.76 -1.17 0.236
C 2.00 -3.35 -2.17 -0.002
C 2.08 1.18 -3.14 -0.005
H 2.14 -3.68 -3.20 -0.001
H 2.32 0.99 -4.16 -0.001
C 2.29 -3.94 -0.93 0.002
C 2.34 2.27 -2.28 0.009
C 1.79 -3.06 0.04 0.016
C 1.73 1.96 -1.06 -0.016
H 2.77 -4.90 -0.72 0.000
H 2.87 3.16 -2.50 0.001
H 1.81 -3.11 1.13 -0.006
H 1.68 2.50 -0.12 0.002
H 0.64 -1.08 1.90 0.075
C -1.11 0.63 3.46 -0.014
C -1.42 1.53 2.29 0.000
O -0.83 1.35 1.05 0.125
C -2.99 1.51 2.12 -0.001
F -3.66 1.92 3.25 0.001
F -3.43 2.24 1.08 0.000
F -3.40 0.20 1.91 0.001
C -1.01 3.00 2.72 0.011
F -1.45 3.39 3.96 0.001
F 0.36 3.05 2.76 0.001
F -1.44 3.90 1.81 0.000
H -1.15 -0.42 3.16 0.014
H -1.81 0.84 4.28 -0.001
H -0.12 0.90 3.85 -0.002


40
Properties=species:S:1:pos:R:3:mulliken_charge:R:1 method="wB97M-V/def2-TZVPD" orbital_gap_ev=8.50 e_tot_ha=-6296.402449 lumo_energy_ev=0.24 charge=0 smiles="C[C@H](F)[C@H]1C(=O)OC[C@@H]1CC[C@](F)(Br)C(F)(F)Br.c1cc[nH]c1" homo_energy_ev=-8.261
C 1.25 -3.86 -0.14 -1.351
C 1.72 -2.59 -0.87 0.575
F 3.04 -2.83 -1.32 -0.400
C 1.81 -1.34 0.01 -0.586
C 2.44 -0.13 -0.70 0.426
O 2.98 -0.04 -1.78 -0.585
O 2.22 0.97 0.09 -0.404
C 1.26 0.62 1.11 -0.854
C 0.56 -0.61 0.53 1.098
C -0.47 -1.27 1.46 -1.125
C -1.92 -0.91 1.11 -0.933
C -2.41 -1.49 -0.23 0.400
F -1.59 -2.52 -0.66 -0.294
Br -2.41 -0.16 -1.65 -0.036
C -3.81 -2.13 -0.11 0.510
F -4.15 -2.74 -1.27 -0.209
F -3.75 -3.09 0.85 -0.201
Br -5.20 -0.87 0.38 -0.079
H 0.27 -4.19 -0.47 0.168
H 1.99 -4.65 -0.33 0.498
H 1.22 -3.72 0.95 0.311
H 1.12 -2.40 -1.76 0.388
H 2.51 -1.56 0.83 0.364
H 1.81 0.34 2.01 0.290
H 0.62 1.49 1.27 0.446
H 0.05 -0.23 -0.37 -0.100
H -0.31 -0.87 2.48 0.522
H -0.34 -2.35 1.54 0.262
H -2.58 -1.26 1.91 0.480
H -2.02 0.18 1.07 0.424
C 0.40 5.63 -0.42 -0.419
C -0.73 4.78 -0.38 -0.710
C -0.29 3.50 -0.62 -0.300
N 1.06 3.55 -0.80 0.093
C 1.49 4.84 -0.68 -0.574
H 0.42 6.69 -0.27 0.400
H -1.75 5.07 -0.20 0.417
H -0.83 2.57 -0.68 0.489
H 1.65 2.75 -1.00 0.220
H 2.53 5.08 -0.79 0.381


43
Properties=species:S:1:pos:R:3:mulliken_charge:R:1 method="wB97M-V/def2-TZVPD" orbital_gap_ev=8.46 e_tot_ha=-5750.437885 lumo_energy_ev=-4.13 charge=+1 homo_energy_ev=-12.585
O 5.74 2.26 -1.74 -0.408
C 4.77 1.60 -1.67 0.510
F 4.60 0.51 -2.50 -0.214
C 3.69 1.91 -0.58 -0.648
C 2.44 0.97 -0.62 0.412
N 1.22 1.55 -1.01 -0.590
C 0.36 0.44 -0.88 0.499
N -0.94 0.57 -1.13 -0.138
S -2.21 -0.57 -1.02 -0.127
N 0.99 -0.73 -0.48 -0.416
Br 0.50 -2.47 -0.15 0.223
N 2.31 -0.36 -0.34 0.532
C 3.43 -1.20 0.10 0.145
C 4.10 -0.78 1.35 -0.067
C 5.22 -1.56 1.91 -0.741
C 5.64 -2.77 1.18 -0.334
C 4.99 -3.18 -0.08 -0.613
C 3.88 -2.39 -0.64 -0.103
H 4.17 1.86 0.43 0.298
H 3.31 2.96 -0.73 0.365
H -1.23 1.52 -1.44 0.239
H -2.34 -1.30 -2.18 0.165
H 3.76 0.15 1.88 0.448
H 5.70 -1.20 2.85 0.366
H 6.48 -3.37 1.64 0.360
H 5.33 -4.11 -0.61 0.364
H 3.36 -2.70 -1.59 0.460
Cl -3.56 2.65 -2.45 -0.219
C -4.97 2.30 -1.42 -0.158
C -6.28 2.65 -2.10 -0.520
Cl -6.48 4.41 -2.31 -0.176
H -4.85 2.86 -0.49 0.338
H -4.95 1.24 -1.19 0.087
H -7.11 2.31 -1.50 0.332
H -6.35 2.19 -3.09 0.332
Cl -3.88 -2.85 1.88 -0.177
C -3.80 -1.52 3.06 -0.463
C -4.89 -0.49 2.83 -0.532
Cl -4.64 0.42 1.33 -0.117
H -2.81 -1.07 3.00 0.289
H -3.92 -1.97 4.05 0.358
H -4.89 0.23 3.65 0.315
H -5.88 -0.96 2.79 0.325